ORCA calculation (wB97M-V/def2-TZVPD) on one molecule with the formula C5H7NO at a distorted geometry.

LUMO level ... -0.0069 eV
SMILES ... CC[C@H]1O[C@@H]1C#N
Orbital gap ... 10.8 eV
Energy relative to the best compared isomer or geometry (same formula, charge and spin) ... 59.9 kcal per mole

ORCA input file:
```
! wB97M-V def2-TZVPD RIJCOSX def2/J DEFGRID3
* xyz 0 1
C -0.3241 1.7940 0.2674
C 0.4094 0.9080 -0.7314
C -0.0886 -0.5518 -0.6661
O 0.7439 -1.4962 -1.1632
C 0.3501 -1.3582 0.4853
C -0.3327 -2.5185 0.9167
N -0.8083 -3.5050 1.2720
H 0.0593 2.8113 0.2066
H -0.1865 1.4481 1.2912
H -1.3916 1.8224 0.0543
H 1.4850 0.9177 -0.5485
H 0.2454 1.2491 -1.7542
H -1.1754 -0.6049 -0.8552
H 1.0141 -0.9161 1.2250
*
```

natural (NBO) analysis output, partial charges in e: C -0.61; C -0.42; C 0.10; O -0.43; C -0.08; C 0.23; N -0.26; H 0.22; H 0.20; H 0.21; H 0.21; H 0.22; H 0.17; H 0.24

ORCA calculation (wB97M-V/def2-TZVPD) on a 2-piece molecular cluster, C5H7NO overall.

LUMO level ... -0.9348 eV
SMILES ... CC1=CC=NC1=O.[H][H]
Orbital gap ... 9.1 eV
Energy relative to the best compared isomer or geometry (same formula, charge and spin) ... 46.8 kcal per mole

ORCA input file:
```
! wB97M-V def2-TZVPD RIJCOSX def2/J DEFGRID3
* xyz 0 1
C -1.8686 0.2712 0.1326
C -0.4014 0.1464 0.3425
C 0.5477 1.0326 0.6468
C 1.8344 0.2748 0.6890
N 1.7369 -0.9801 0.4496
C 0.3196 -1.1910 0.2474
O -0.1929 -2.2596 0.0602
H -2.1868 1.3168 0.1403
H -2.4110 -0.2697 0.9153
H -2.1578 -0.1812 -0.8224
H 0.4464 2.0964 0.8278
H 2.7994 0.7349 0.8955
H 0.4431 -0.3211 -2.3170
H 1.0910 -0.6705 -2.2074
*
```

natural (NBO) analysis output, partial charges in e: C -0.65; C -0.04; C -0.27; C 0.14; N -0.47; C 0.64; O -0.47; H 0.22; H 0.24; H 0.24; H 0.23; H 0.20; H -0.01; H 0.01

| no. | E_tot (hartree) |
| --- | --- |
| 1 | -324.6290 |
| 2 | -324.6499 |